Entry 1:
Here is C5H12N2O in the gas phase at a distorted geometry from OMol25. Energies are from wB97M-V/def2-TZVPD.

```
! wB97M-V def2-TZVPD RIJCOSX def2/J DEFGRID3
* xyz 0 1
C -0.801 -1.701 0.569
C -0.556 -0.361 -0.114
C -0.645 -0.491 -1.631
C -1.525 0.691 0.408
N 0.889 0.040 0.215
O 1.728 -0.896 -0.109
C 1.313 1.234 0.487
N 2.652 1.493 0.389
H -0.855 -1.573 1.653
H -1.741 -2.131 0.216
H 0.023 -2.377 0.333
H 0.111 -1.189 -1.980
H -1.627 -0.856 -1.921
H -0.480 0.479 -2.114
H -1.404 1.639 -0.099
H -2.534 0.343 0.225
H -1.397 0.848 1.479
H 0.631 2.038 0.700
H 3.164 0.625 0.249
H 3.053 2.146 1.045
*
```

For the HOMO energy, the calculation gives -0.2842 hartree. As for the LUMO energy: 0.0286 Ha. Its SMILES is CC(C)(C)/[N+]([O-])=C/N. For the total energy, the calculation gives -10405.8400 eV.

***

Entry 2:
Here is C5H9O4Tl as an isolated structure at a distorted geometry from OMol25. Energies are from wB97M-V/def2-TZVPD.

```
! wB97M-V def2-TZVPD RIJCOSX def2/J DEFGRID3
* xyz 1 2
C 3.124 -1.234 -2.238
C 2.106 -0.694 -1.257
O 0.916 -0.387 -1.966
H 4.052 -1.496 -1.712
H 2.742 -2.136 -2.737
H 3.359 -0.483 -3.005
H 2.499 0.211 -0.762
H 1.901 -1.442 -0.471
H 0.265 0.053 -1.378
O -1.165 1.599 1.512
C -1.717 0.776 2.411
C -1.732 1.361 0.275
O -1.314 0.675 3.543
O -2.706 0.085 1.889
C -2.902 0.460 0.509
Tl -0.972 -0.047 5.497
H -1.677 2.187 -0.429
H -2.905 -0.452 -0.102
H -3.876 0.965 0.422
*
```

For the HOMO energy (spin up / spin down), the calculation gives -0.4602 / -0.4600 hartree. As for the LUMO energy (spin up / spin down): -0.1558 / -0.1626 Ha. For the total energy, the calculation gives -18205.9092 eV.